Record 1
A single C2H3N2O3P molecule in a non-equilibrium geometry. Source: the OMol25 dataset; level of theory: ωB97M-V/def2-TZVPD.

```
11
C2H3N2O3P (ωB97M-V/def2-TZVPD)
C -0.98 0.10 0.06
C -0.59 -1.12 0.47
N 2.76 0.71 0.08
N -2.12 0.72 -0.30
O 0.04 0.73 -0.50
O 3.73 0.29 0.56
O 1.87 -1.24 -0.87
P 1.14 -0.42 0.14
H -0.88 -1.68 1.35
H -3.07 0.43 -0.07
H -1.90 1.50 -0.92
```

Values from the calculation:
Gap between HOMO and LUMO (alpha / beta) ... 7.725 / 7.724 eV
HOMO (alpha / beta) ... -8.68 / -8.68 eV
ΔE to the lowest compared entry with this formula, charge and spin ... 90.5 kcal/mol
Largest force on an atom ... 3.53 eV/Å

Löwdin population analysis, charges in e, atoms 1 to 2:
1 C -0.63
2 C -0.06


Record 2
A molecular structure, C5H8S in a non-equilibrium geometry. Source: the OMol25 dataset; level of theory: ωB97M-V/def2-TZVPD.

```
14
C5H8S (ωB97M-V/def2-TZVPD)
C -1.00 -2.06 -1.62
C -0.09 -1.31 -1.02
C -0.39 -0.31 0.06
C 0.48 -0.37 1.35
C 0.65 1.13 1.49
H -0.78 -2.75 -2.43
H -2.06 -2.02 -1.38
H 0.95 -1.42 -1.30
H -1.47 -0.32 0.29
H 0.00 -0.88 2.19
H 1.45 -0.89 1.12
H -0.07 1.59 2.12
H 1.66 1.51 1.71
S 0.15 1.42 -0.24
```

Values from the calculation:
Gap between HOMO and LUMO ... 9.554 eV
HOMO ... -8.59 eV
ΔE to the lowest compared entry with this formula, charge and spin ... 21.3 kcal/mol
Largest force on an atom ... 1.21 eV/Å

Löwdin population analysis, charges in e, atoms 1 to 2:
1 C 0.01
2 C -0.21


Record 3
A single C21H18F9N3O5 molecule in a non-equilibrium geometry. Source: the OMol25 dataset; level of theory: ωB97M-V/def2-TZVPD.

```
56
C21H18F9N3O5 (ωB97M-V/def2-TZVPD)
O 1.88 1.94 -2.48
C 1.17 2.81 -2.02
N 1.65 4.01 -1.59
C 3.03 4.05 -1.14
C 3.12 3.68 0.35
N 2.48 2.42 0.63
C 1.17 2.33 0.89
O 0.44 3.32 0.93
C 0.64 0.95 1.08
C 0.89 0.05 0.04
C 0.34 -1.22 0.02
O 0.64 -1.96 -1.10
C 0.23 -3.29 -1.21
C 1.18 -4.25 -0.49
F 2.44 -4.12 -0.92
F 1.20 -4.09 0.83
F 0.82 -5.53 -0.72
C -0.47 -1.63 1.07
C -0.70 -0.76 2.12
C -0.16 0.53 2.15
O -0.49 1.19 3.30
C -0.04 2.47 3.62
C 1.43 2.50 4.05
F 1.58 2.36 5.38
F 2.18 1.55 3.49
F 2.01 3.67 3.73
N -0.21 2.70 -1.91
C -0.90 1.51 -2.12
C -0.53 0.62 -3.13
C -1.22 -0.57 -3.29
C -2.29 -0.86 -2.46
O -2.92 -2.11 -2.71
C -3.75 -2.62 -1.83
F -3.22 -2.76 -0.59
F -4.89 -1.94 -1.65
F -4.10 -3.84 -2.22
C -2.69 0.02 -1.47
C -1.99 1.20 -1.31
H 1.02 4.60 -1.05
H 3.58 3.33 -1.75
H 3.44 5.05 -1.30
H 2.60 4.44 0.95
H 4.16 3.63 0.67
H 3.01 1.57 0.52
H 1.48 0.35 -0.81
H 0.26 -3.54 -2.27
H -0.78 -3.47 -0.82
H -0.93 -2.60 1.11
H -1.30 -1.07 2.95
H -0.64 2.79 4.48
H -0.18 3.19 2.80
H -0.65 3.33 -1.25
H 0.31 0.84 -3.76
H -0.95 -1.27 -4.06
H -3.52 -0.19 -0.81
H -2.29 1.89 -0.53
```

Values from the calculation:
Gap between HOMO and LUMO ... 9.036 eV
HOMO ... -8.43 eV
ΔE to the lowest compared entry with this formula, charge and spin ... 5.1 kcal/mol
Largest force on an atom ... 1.74 eV/Å

Löwdin population analysis, charges in e, atoms 1 to 2:
1 O 0.05
2 C -0.56


Record 4
A molecular structure, C45H41CaN7O3PSe in a non-equilibrium geometry. Source: the OMol25 dataset; level of theory: ωB97M-V/def2-TZVPD.

```
99
C45H41CaN7O3PSe (ωB97M-V/def2-TZVPD)
Ca 0.12 0.39 -0.65
C 4.30 2.14 -1.16
C 5.08 1.08 -1.60
C 4.49 -0.16 -1.77
C 3.14 -0.31 -1.48
N 2.39 0.72 -1.06
C 2.95 1.91 -0.91
C 2.43 -1.60 -1.60
C 3.06 -2.81 -1.88
C 2.28 -3.95 -1.99
C 0.91 -3.87 -1.79
C 0.36 -2.63 -1.47
N 1.11 -1.54 -1.41
C -1.07 -2.43 -1.16
C -1.92 -3.48 -0.81
C -3.24 -3.20 -0.52
C -3.69 -1.89 -0.61
C -2.77 -0.91 -0.96
N -1.50 -1.17 -1.22
H 4.72 3.12 -1.00
H 6.13 1.22 -1.81
H 5.09 -0.98 -2.13
H 2.30 2.71 -0.58
H 4.13 -2.88 -1.99
H 2.73 -4.90 -2.23
H 0.29 -4.75 -1.91
H -1.56 -4.49 -0.73
H -3.92 -3.99 -0.25
H -4.71 -1.63 -0.41
H -3.06 0.14 -1.05
O 0.69 3.82 -0.28
C -0.28 3.07 -0.33
O -0.41 1.99 0.32
C -1.39 3.36 -1.36
P -0.99 2.07 -2.61
C -2.23 2.29 -3.93
C -3.25 3.24 -3.95
C -4.12 3.30 -5.03
C -3.97 2.42 -6.09
C -2.96 1.48 -6.08
C -2.10 1.41 -5.01
C 0.43 2.80 -3.50
C 0.46 4.13 -3.92
C 1.56 4.62 -4.61
C 2.63 3.80 -4.90
C 2.59 2.46 -4.52
C 1.49 1.97 -3.84
H -1.33 4.38 -1.73
H -2.37 3.14 -0.92
H -3.38 3.92 -3.12
H -4.90 4.04 -5.04
H -4.65 2.48 -6.93
H -2.84 0.80 -6.91
H -1.30 0.68 -4.98
H -0.38 4.78 -3.72
H 1.57 5.65 -4.94
H 3.48 4.19 -5.43
H 3.42 1.81 -4.75
H 1.44 0.91 -3.58
C -4.80 -4.04 5.23
C -3.70 -3.25 5.93
N -2.87 -2.47 5.02
C -3.01 -1.03 5.03
C -4.30 -0.58 4.35
C -2.00 -3.16 4.26
O -1.93 -4.38 4.27
C -0.99 -2.42 3.42
C 0.34 -2.71 3.70
C 1.33 -2.20 2.88
C 0.95 -1.44 1.79
N -0.32 -1.15 1.50
C -1.26 -1.63 2.30
H -5.40 -4.55 5.98
H -4.35 -4.79 4.58
H -5.44 -3.40 4.63
H -3.05 -3.95 6.46
H -4.13 -2.55 6.65
H -2.14 -0.59 4.53
H -3.01 -0.69 6.07
H -4.36 -0.99 3.34
H -4.33 0.50 4.29
H -5.16 -0.92 4.92
H 0.59 -3.33 4.55
H 2.37 -2.41 3.06
H 1.70 -1.04 1.12
H -2.28 -1.39 2.03
Se 5.28 -1.48 1.38
N 3.80 -0.54 1.24
C 3.84 0.46 2.11
C 2.84 1.43 2.32
C 3.06 2.42 3.23
C 4.25 2.47 4.00
C 5.23 1.53 3.86
C 5.05 0.50 2.90
N 5.92 -0.46 2.64
H 1.91 1.40 1.75
H 2.31 3.18 3.39
H 4.37 3.27 4.71
H 6.14 1.54 4.43
```

Values from the calculation:
Gap between HOMO and LUMO ... 7.856 eV
HOMO ... -10.91 eV
ΔE to the lowest compared entry with this formula, charge and spin ... 47.6 kcal/mol
Largest force on an atom ... 3.07 eV/Å
Total charge ... +1

Löwdin population analysis, charges in e, atoms 1 to 2:
1 Ca 1.25
2 C -0.01


Record 5
3 unconnected molecules or ions with the total composition C23H32ClF2O2P. Source: the OMol25 dataset; level of theory: ωB97M-V/def2-TZVPD.

```
61
C23H32ClF2O2P (ωB97M-V/def2-TZVPD)
C 1.43 0.46 0.28
C 2.33 -0.64 -0.33
C 2.44 -0.57 -1.86
C 2.69 -1.95 -2.45
C 3.54 0.43 -2.28
O 4.79 -0.24 -2.48
C 5.94 0.31 -2.01
O 6.94 0.29 -2.68
C 5.93 0.87 -0.60
C 5.64 2.39 -0.53
C 6.80 3.15 0.08
Cl 6.54 4.91 -0.09
P 2.99 1.34 -3.84
C 2.57 2.97 -3.09
C 4.61 1.77 -4.61
H 1.27 1.27 -0.43
H 0.47 0.04 0.58
H 1.90 0.91 1.16
H 1.92 -1.62 -0.07
H 3.33 -0.61 0.11
H 1.50 -0.17 -2.27
H 1.82 -2.58 -2.29
H 2.88 -1.92 -3.53
H 3.54 -2.43 -1.95
H 3.62 1.17 -1.47
H 6.95 0.69 -0.23
H 5.26 0.30 0.04
H 4.72 2.57 0.03
H 5.47 2.78 -1.54
H 6.88 2.96 1.15
H 7.73 2.93 -0.43
H 3.38 3.35 -2.46
H 1.65 2.89 -2.50
H 2.40 3.67 -3.91
H 5.03 0.86 -5.04
H 4.43 2.52 -5.38
H 5.31 2.16 -3.87
F -1.02 -1.36 1.72
C -2.24 -0.83 1.96
C -3.32 -1.32 1.25
C -4.57 -0.77 1.51
C -4.71 0.24 2.44
C -3.61 0.71 3.13
C -2.35 0.17 2.89
H -3.18 -2.10 0.53
H -5.43 -1.14 0.97
H -5.69 0.67 2.63
H -3.72 1.51 3.86
H -1.47 0.52 3.42
F -8.50 -0.64 1.28
C -8.64 -1.72 2.08
C -9.55 -2.70 1.72
C -9.68 -3.81 2.55
C -8.92 -3.92 3.71
C -8.02 -2.91 4.04
C -7.88 -1.80 3.22
H -10.13 -2.60 0.82
H -10.38 -4.59 2.29
H -9.03 -4.78 4.35
H -7.43 -2.99 4.94
H -7.18 -1.01 3.46
```

Values from the calculation:
Gap between HOMO and LUMO ... 9.287 eV
HOMO ... -8.59 eV
Largest force on an atom ... 0.74 eV/Å

Löwdin population analysis, charges in e, atoms 1 to 2:
1 C -0.08
2 C -0.21


Record 6
A molecular structure, C4H6O2 in a non-equilibrium geometry. Source: the OMol25 dataset; level of theory: ωB97M-V/def2-TZVPD.

```
12
C4H6O2 (ωB97M-V/def2-TZVPD)
O 1.16 -1.48 -0.28
C 0.36 -0.38 -0.71
C -1.07 -0.57 -0.40
C 0.51 0.92 0.03
C -0.21 1.00 1.17
O -1.21 0.17 1.30
H 1.87 -1.12 0.26
H 0.58 -0.18 -1.78
H -1.70 -0.05 -1.14
H -1.45 -1.47 0.02
H 1.06 1.74 -0.39
H 0.07 1.69 1.97
```

Values from the calculation:
Gap between HOMO and LUMO ... 9.432 eV
HOMO ... -8.51 eV
ΔE to the lowest compared entry with this formula, charge and spin ... 71.3 kcal/mol
Largest force on an atom ... 2.44 eV/Å

Löwdin population analysis, charges in e, atoms 1 to 2:
1 O -0.02
2 C -0.41


Record 7
A molecular structure, C38H46GeN7STc. Source: the OMol25 dataset; level of theory: ωB97M-V/def2-TZVPD.

```
94
C38H46GeN7STc (ωB97M-V/def2-TZVPD)
Tc 0.33 0.50 0.29
C 2.70 0.19 3.96
C 2.19 0.21 2.57
N 0.95 0.40 2.23
C -0.20 0.43 3.14
C -1.33 -0.47 2.56
N -1.06 -0.93 1.16
C -2.26 -1.04 0.28
C -2.70 0.33 -0.17
N -1.51 1.11 -0.67
C -1.29 1.08 -2.15
C -0.44 -0.11 -2.55
N 0.73 -0.15 -1.64
C 1.92 -0.47 -2.02
C 2.34 -0.75 -3.42
C 2.89 -0.45 -0.90
C 4.24 -0.74 -0.97
C 5.00 -0.68 0.19
C 4.39 -0.34 1.39
C 3.03 -0.05 1.39
N 2.32 -0.11 0.25
H 2.79 1.22 4.33
H 3.68 -0.28 4.02
H 2.03 -0.33 4.64
H -0.53 1.46 3.24
H 0.08 0.08 4.13
H -2.26 0.08 2.56
H -1.47 -1.36 3.18
H 0.64 -1.83 1.79
H -3.05 -1.57 0.82
H -1.96 -1.65 -0.57
H -3.15 0.91 0.64
H -3.45 0.25 -0.96
H -1.66 2.08 -0.42
H -0.79 2.01 -2.42
H -2.26 1.05 -2.66
H -0.13 -0.01 -3.59
H -0.97 -1.06 -2.45
H 1.56 -1.25 -3.98
H 3.24 -1.37 -3.44
H 2.59 0.19 -3.93
H 4.70 -1.03 -1.90
H 6.06 -0.91 0.17
H 4.96 -0.31 2.31
S 1.05 2.70 0.45
C 0.94 3.89 -0.87
N 1.44 3.61 -2.06
C 1.56 4.64 -3.12
C 1.66 6.02 -2.48
C 0.52 6.23 -1.51
N 0.44 5.07 -0.59
H 1.93 2.74 -2.16
H 0.68 4.58 -3.77
H 2.44 4.41 -3.71
H 1.63 6.78 -3.25
H 2.62 6.11 -1.96
H -0.44 6.33 -2.02
H 0.67 7.11 -0.90
H 0.08 5.22 0.34
C 0.00 -1.74 0.91
Ge 0.28 -3.51 -0.16
C -0.51 -3.47 -1.93
C 0.22 -3.45 -3.12
C -0.42 -3.51 -4.35
C -1.80 -3.59 -4.42
C -2.55 -3.64 -3.24
C -1.90 -3.60 -2.01
C 2.20 -3.71 0.03
C 3.06 -4.07 -1.01
C 4.39 -4.37 -0.77
C 4.90 -4.31 0.52
C 4.06 -3.97 1.58
C 2.72 -3.68 1.33
C -0.70 -4.68 1.04
C -0.48 -6.05 0.87
C -1.16 -6.97 1.66
C -2.05 -6.53 2.63
C -2.27 -5.17 2.81
C -1.60 -4.25 2.01
H 1.30 -3.42 -3.10
H 0.17 -3.54 -5.26
H -2.30 -3.66 -5.37
H -3.62 -3.76 -3.29
H -2.49 -3.73 -1.11
H 2.69 -4.19 -2.02
H 5.03 -4.69 -1.58
H 5.93 -4.58 0.72
H 4.43 -3.99 2.59
H 2.06 -3.51 2.18
H 0.22 -6.42 0.13
H -0.99 -8.03 1.53
H -2.58 -7.24 3.25
H -2.97 -4.83 3.56
H -1.80 -3.20 2.17
```

Values from the calculation:
Gap between HOMO and LUMO (alpha / beta) ... 4.613 / 4.617 eV
HOMO (alpha / beta) ... -17.88 / -17.88 eV
ΔE to the lowest compared entry with this formula, charge and spin ... 0.0 kcal/mol
Largest force on an atom ... 0.65 eV/Å
Total charge ... +4

Löwdin population analysis, charges in e, atoms 1 to 2:
1 Tc 1.28
2 C 0.06


Record 8
A molecular structure, C16H19ClFN3O2S in a non-equilibrium geometry. Source: the OMol25 dataset; level of theory: ωB97M-V/def2-TZVPD.

```
43
C16H19ClFN3O2S (ωB97M-V/def2-TZVPD)
O 4.24 -0.51 -1.29
C 3.19 -0.90 -0.71
N 1.88 -0.53 -0.90
C 0.84 -0.75 -0.19
H 1.06 -1.57 0.33
C 0.59 0.57 0.61
N 0.47 1.75 -0.27
C -0.93 1.90 -0.80
S -1.13 2.61 -2.25
N -1.95 1.91 0.15
C -3.31 1.92 0.17
C -3.89 1.58 -1.19
C -5.27 1.94 -1.54
C -6.08 2.33 -0.16
C -5.44 2.55 0.87
C -3.96 2.56 1.16
H -3.54 2.85 1.94
H -5.96 3.04 1.82
F -7.52 2.44 -0.33
Cl -6.04 1.57 -2.70
H -3.33 1.32 -2.11
H -1.54 1.92 1.35
C 1.46 1.79 -0.99
C 1.95 0.62 -1.71
H 2.69 0.43 -2.46
H 0.99 0.30 -2.58
H 1.34 2.74 -1.95
H 2.20 2.01 -0.36
H -0.30 0.37 1.27
H 1.31 0.85 1.33
H 0.00 -1.14 -0.78
C 3.55 -2.11 0.30
C 2.97 -3.42 0.02
H 2.30 -3.29 -0.88
C 2.51 -3.97 1.26
H 2.78 -5.05 1.70
C 2.79 -3.05 2.22
H 2.17 -2.65 3.34
H 3.83 -3.20 2.82
O 2.99 -1.78 1.81
H 1.37 -3.92 1.30
H 3.96 -3.96 -0.19
H 4.74 -2.07 0.55
```

Values from the calculation:
Gap between HOMO and LUMO ... 8.066 eV
HOMO ... -8.26 eV
ΔE to the lowest compared entry with this formula, charge and spin ... 370.6 kcal/mol
Largest force on an atom ... 18.04 eV/Å

Löwdin population analysis, charges in e, atoms 1 to 2:
1 O 0.02
2 C -0.29


Record 9
A molecular structure, C5H10N2O in a non-equilibrium geometry. Source: the OMol25 dataset; level of theory: ωB97M-V/def2-TZVPD.

```
18
C5H10N2O (ωB97M-V/def2-TZVPD)
C 0.64 -2.56 1.34
C 1.03 -1.96 -0.11
C -0.67 0.51 1.43
C -1.02 0.95 0.13
C 0.03 1.95 -0.70
H 0.86 -1.84 2.04
H 1.06 -3.58 1.72
H -0.37 -3.03 1.54
H 1.79 -2.26 -0.51
H 0.17 0.76 1.97
H -1.59 0.17 2.01
H -2.06 1.16 0.01
H 0.96 1.34 -0.48
H 0.14 3.11 0.08
H 0.07 1.36 -2.33
N 0.56 -0.73 -0.42
N -0.52 -0.47 0.28
O -0.17 2.23 -2.21
```

Values from the calculation:
Gap between HOMO and LUMO ... 9.401 eV
HOMO ... -8.70 eV
ΔE to the lowest compared entry with this formula, charge and spin ... 182.2 kcal/mol
Largest force on an atom ... 13.26 eV/Å

Löwdin population analysis, charges in e, atoms 1 to 2:
1 C -0.07
2 C -0.03


Record 10
A single C5H7F molecule in a non-equilibrium geometry. Source: the OMol25 dataset; level of theory: ωB97M-V/def2-TZVPD.

```
13
C5H7F (ωB97M-V/def2-TZVPD)
C -1.74 0.02 0.51
C -0.61 -0.79 -0.17
C 0.52 0.07 -0.31
C 1.03 1.27 -0.30
C 1.99 0.12 -0.53
F 2.71 -0.57 0.42
H -2.32 0.62 -0.09
H -1.46 0.56 1.40
H -2.30 -0.86 0.80
H -1.00 -1.27 -1.00
H -0.26 -1.60 0.64
H 0.92 2.26 0.07
H 2.53 0.15 -1.45
```

Values from the calculation:
Gap between HOMO and LUMO ... 10.891 eV
HOMO ... -9.81 eV
ΔE to the lowest compared entry with this formula, charge and spin ... 56.3 kcal/mol
Largest force on an atom ... 4.18 eV/Å

Löwdin population analysis, charges in e, atoms 1 to 2:
1 C -0.09
2 C -0.19


Record 11
A gas-phase ion, C9H15N2 (charge +1) in a non-equilibrium geometry. Source: the OMol25 dataset; level of theory: ωB97M-V/def2-TZVPD.

```
26
C9H15N2 (ωB97M-V/def2-TZVPD)
C -0.02 0.28 5.41
N 0.03 1.22 4.27
C 0.23 2.61 4.74
N -1.26 1.14 3.51
C -0.92 0.72 2.13
C -0.37 -0.65 2.25
C 0.86 -1.14 1.95
C 1.90 -0.55 1.26
C 2.05 0.74 0.88
C 1.16 1.81 1.11
C -0.10 1.78 1.55
H 0.76 0.60 6.11
H -1.01 0.36 5.88
H 0.14 -0.76 5.04
H 0.98 2.55 5.56
H 0.57 3.23 3.88
H -0.73 2.98 5.12
H -1.55 2.10 3.69
H -1.74 0.49 4.14
H -1.97 0.71 1.75
H -1.09 -1.35 2.61
H 0.98 -2.21 2.14
H 2.70 -1.24 0.96
H 2.94 1.00 0.32
H 1.51 2.76 0.71
H -0.66 2.70 1.45
```

Values from the calculation:
Gap between HOMO and LUMO ... 8.270 eV
HOMO ... -12.06 eV
ΔE to the lowest compared entry with this formula, charge and spin ... 78.4 kcal/mol
Largest force on an atom ... 4.92 eV/Å
Total charge ... +1

Löwdin population analysis, charges in e, atoms 1 to 2:
1 C -0.04
2 N -0.22


Record 12
A single C2H3NOS2 molecule in a non-equilibrium geometry. Source: the OMol25 dataset; level of theory: ωB97M-V/def2-TZVPD.

```
9
C2H3NOS2 (ωB97M-V/def2-TZVPD)
O 1.98 -1.03 -2.11
C 0.97 -0.62 -1.60
S 0.93 0.06 0.01
C -0.83 0.09 0.18
N -1.45 0.52 1.20
S -0.75 1.07 2.61
H -0.01 -0.79 -1.97
H -1.42 -0.32 -0.64
H 0.58 1.03 2.33
```

Values from the calculation:
Gap between HOMO and LUMO ... 9.697 eV
HOMO ... -9.27 eV
ΔE to the lowest compared entry with this formula, charge and spin ... 34.9 kcal/mol
Largest force on an atom ... 2.28 eV/Å

Löwdin population analysis, charges in e, atoms 1 to 2:
1 O 0.00
2 C -0.59